No. 1
Here is a molecular structure, C54H40BrClF4N5O2P3ScSe2 in a non-equilibrium geometry from OMol25. Energies are from ωB97M-V with the def2-TZVPD basis set.

XYZ file:
```
113
Properties=species:S:1:pos:R:3:forces:R:3:mulliken_charge:R:1
Sc 0.51217 -0.74682 2.69471 0.281 0.766 -0.141 -0.403
Cl 6.02576 -5.32381 2.07054 -0.321 0.005 0.152 -0.221
C 4.98759 -3.93427 2.23892 1.232 -0.442 -0.205 -0.068
C 5.20147 -2.87098 1.34589 0.232 0.175 -0.359 -0.298
C 4.41695 -1.76722 1.48508 -0.983 0.276 -0.481 -1.039
C 3.29894 -1.69236 2.37295 1.677 1.536 -0.860 0.334
O 2.47033 -0.68177 2.29777 -0.064 -0.564 -0.270 1.086
C 3.29343 -2.63601 3.37241 -0.311 -0.977 -1.003 1.540
C 2.20918 -2.70673 4.23256 -0.038 -0.111 1.025 -0.810
O 1.18871 -2.00107 4.23135 -0.604 -0.063 0.158 -0.506
C 4.12235 -3.77949 3.25625 -0.798 -1.050 2.041 -0.859
H 5.98177 -2.92856 0.55148 -0.723 0.023 0.849 0.435
H 4.49847 -0.95498 0.80854 0.237 0.720 -0.615 0.399
H 2.31861 -3.45409 4.99268 -0.331 -0.611 0.804 0.442
H 3.93673 -4.54105 4.06192 0.602 0.521 -1.101 0.273
F 3.95771 5.00160 6.76313 -0.173 -0.348 0.394 -0.283
C 3.29089 4.35637 5.80712 1.062 1.819 0.464 0.629
C 3.10088 5.09346 4.65755 -0.261 -1.098 -0.649 0.154
F 3.59216 6.30946 4.56613 -0.144 0.294 -0.097 -0.264
C 2.53204 4.42196 3.58960 -0.181 -1.273 -0.383 0.064
F 2.42024 5.02976 2.41144 -0.051 0.476 0.062 -0.381
C 2.15546 3.05810 3.65021 0.068 -0.582 1.275 0.008
P 1.42320 2.13253 2.22127 0.271 0.303 -0.661 1.475
C 0.23063 3.37171 1.54612 -0.332 0.233 0.483 0.839
C -0.66701 3.90140 2.47680 1.740 -1.208 1.549 -1.171
C -1.46089 4.94539 2.18116 -2.232 1.457 -1.824 -0.745
C -1.56514 5.39060 0.84377 0.232 0.873 0.214 -0.477
C -0.74289 4.82582 -0.14035 -1.466 0.632 0.609 -0.731
C 0.12255 3.82910 0.24848 0.538 -0.451 -0.227 -0.052
C 2.76503 2.07769 0.92271 -1.406 -0.541 0.275 0.544
C 3.87291 2.88908 0.85956 -0.981 0.683 0.550 -0.559
C 4.63719 2.79692 -0.28206 0.504 -0.440 0.128 -0.742
C 4.30825 1.94119 -1.31071 0.266 -0.332 -2.191 -1.270
C 3.10592 1.17707 -1.31199 1.078 0.843 -0.463 0.240
C 2.40898 1.21753 -0.16665 -2.269 0.481 2.970 0.598
C 2.33980 2.36464 4.90369 -0.087 1.631 -0.845 -0.205
Br 1.71117 0.65713 5.36221 -0.032 0.018 -0.404 -0.015
C 2.92921 3.05594 5.95531 -0.275 -1.161 0.331 0.117
F 3.16454 2.47380 7.14394 -0.149 0.177 -0.519 -0.314
H -0.58406 3.51960 3.50184 -0.293 0.203 -0.180 0.413
H -2.20206 5.41436 2.82848 0.548 -0.334 0.477 0.440
H -2.24672 6.26277 0.67222 0.690 -1.045 -0.213 0.344
H -0.84139 5.10955 -1.19082 0.177 -0.057 0.373 0.440
H 0.69710 3.38959 -0.52336 0.800 -0.438 -0.591 0.474
H 4.06440 3.73095 1.55950 -0.037 -1.123 -0.341 0.220
H 5.50311 3.42074 -0.23893 0.624 0.144 -0.800 0.474
H 4.94865 1.91989 -2.23382 -0.658 0.073 1.059 0.321
H 2.60030 0.70139 -2.14909 0.907 -0.263 -0.245 0.403
H 1.40634 0.71356 -0.01402 1.400 0.335 -0.631 -0.882
Se 0.63136 -1.17961 -3.80242 -0.122 -0.181 -0.284 -0.242
P -1.12733 -0.30397 -3.07391 -0.100 0.784 -1.008 0.977
C -1.20747 1.51417 -3.44413 1.373 -0.345 -0.391 0.629
C 0.00528 2.25420 -3.26299 0.007 -1.523 2.134 -0.335
C 0.08189 3.53783 -3.70784 -2.360 -0.086 -1.344 -0.924
C -1.01522 4.09823 -4.44697 1.568 0.984 0.521 -0.627
C -2.12666 3.37141 -4.69453 0.135 -1.341 0.701 -0.806
C -2.21892 2.07481 -4.17797 -1.306 -0.883 -0.018 -0.098
C -2.72966 -0.91192 -3.65962 -0.728 -0.467 -0.626 0.628
C -3.88740 -0.51140 -2.97641 -0.637 -0.228 -1.256 -0.279
C -5.14297 -0.84902 -3.54774 1.055 0.910 1.663 -0.757
C -5.23343 -1.46382 -4.77148 0.249 -0.114 0.387 -0.605
C -4.12012 -1.92642 -5.45410 0.800 0.692 0.832 -0.773
C -2.85864 -1.64686 -4.86724 -0.918 -0.259 0.248 -0.890
C -1.09750 -0.32987 -1.30392 -0.861 1.601 -1.826 0.081
C -0.63751 -1.16959 -0.37112 0.594 -1.622 0.594 -0.344
N -0.58552 -0.44732 0.76024 0.832 -0.906 1.321 0.819
N -0.97669 0.76341 0.51639 -0.623 0.958 0.152 -0.083
N -1.31022 0.87502 -0.73807 -0.175 0.402 0.259 -0.428
P -0.33295 -2.92532 -0.29419 0.134 0.462 0.328 1.263
Se 0.04401 -3.20176 1.78651 0.499 -0.720 0.837 -0.167
C -1.86743 -3.77517 -0.55213 0.062 -0.979 -1.100 0.564
C -3.04161 -3.19796 -0.90379 -1.575 1.007 0.078 -0.013
C -4.23602 -3.96392 -1.00041 0.865 0.007 0.051 -0.734
C -4.16412 -5.32846 -0.83595 1.756 -1.309 -0.856 -0.675
C -2.87996 -5.98517 -0.66371 -2.760 1.450 0.580 -0.814
C -1.82884 -5.17450 -0.47220 0.856 0.593 0.702 -1.035
C 0.97966 -3.56795 -1.36397 -1.708 -0.169 1.361 1.065
C 2.24574 -3.09178 -1.21050 1.686 0.775 0.296 0.387
C 3.20572 -3.50706 -2.12751 -0.588 -0.596 -0.113 -0.745
C 2.88048 -4.44726 -3.11262 -0.081 0.456 -0.273 -0.787
C 1.59766 -5.00161 -3.14151 1.125 0.618 -0.497 -0.542
C 0.65481 -4.57573 -2.24783 -0.536 0.401 -0.666 -0.776
H 0.77940 1.79078 -2.54000 -1.045 0.900 -1.693 -0.041
H 0.92519 4.13340 -3.63151 1.636 0.913 0.551 0.614
H -0.94701 5.15231 -4.76658 0.054 -0.714 -0.002 0.358
H -2.94099 3.67263 -5.27950 -0.914 0.924 -0.682 0.524
H -3.16963 1.50930 -4.33434 0.999 0.505 -0.047 0.207
H -3.82654 0.17531 -2.13425 -0.024 -0.371 0.145 0.526
H -6.04667 -0.59154 -2.98676 0.251 0.074 -0.389 0.427
H -6.22231 -1.55503 -5.12153 -0.928 -0.495 -0.799 0.471
H -4.26829 -2.44884 -6.40233 0.465 0.154 0.355 0.404
H -1.98603 -2.06204 -5.32453 0.588 0.100 -0.257 0.490
H -3.08502 -2.11525 -1.03462 -0.138 -0.314 -0.027 0.235
H -5.16981 -3.46938 -1.22458 -0.043 0.000 0.010 0.500
H -4.97245 -6.01621 -0.99873 -0.707 0.265 0.194 0.390
H -2.80391 -7.03000 -0.43719 -0.084 -0.380 -0.310 0.423
H -0.94428 -5.59129 -0.09908 1.426 -0.774 0.190 0.605
H 2.55222 -2.36372 -0.42141 -0.570 -0.558 -0.747 -0.295
H 4.16863 -3.06001 -2.08267 0.734 0.180 -0.063 0.489
H 3.55382 -4.64798 -3.96062 -0.144 -0.037 0.743 0.355
H 1.32340 -5.57206 -4.00132 -0.185 -0.693 -0.138 0.384
H -0.37298 -4.86341 -2.39607 -0.053 -0.173 0.114 0.405
C -3.83579 2.06340 2.24963 0.672 0.604 -1.792 -0.611
N -3.62528 0.72552 2.73595 0.232 0.002 0.218 0.036
C -4.57592 -0.33384 2.42785 1.113 -1.169 -0.871 -0.706
C -2.42187 0.42515 3.10869 0.334 -0.698 0.639 0.506
N -1.38790 0.09230 3.53264 -0.259 0.200 -0.137 -0.575
H -2.87898 2.45419 1.87558 -0.185 -0.003 0.200 0.020
H -4.17168 2.68787 3.04076 -0.670 0.659 0.445 0.325
H -4.48040 2.06757 1.34469 0.044 -0.098 0.833 0.367
H -4.52843 -0.44801 1.31078 0.061 -0.563 0.876 0.149
H -5.60549 -0.01661 2.59355 0.193 -0.176 0.788 0.358
H -4.17640 -1.25159 2.99767 -1.344 1.181 -1.080 0.314
```
Positions in Å, forces in eV/Å.

Calculated values
net charge = +1
orbital gap = 7.06 eV
LUMO level = -3.009 eV
ΔE to the lowest compared entry with this formula, charge and spin = 125.73 kJ/mol
HOMO = -10.067 eV

=====

No. 2
Here is a molecular structure, C54H43N4O5P2Sr in a non-equilibrium geometry from OMol25. Energies are from ωB97M-V with the def2-TZVPD basis set.

XYZ file:
```
109
Properties=species:S:1:pos:R:3:forces:R:3:mulliken_charge:R:1
Sr 0.83398 -1.27057 1.21654 1.803 -0.417 -0.422 2.809
O -0.47244 -0.14415 2.55329 -1.349 0.902 1.895 0.010
C -0.95049 -0.12941 3.76067 0.075 -0.005 -0.520 -0.267
C -1.39074 1.08176 4.35315 -0.044 0.044 0.084 -0.183
C -1.89544 1.12819 5.63427 0.027 -0.078 -0.008 -0.556
C -1.98857 -0.03439 6.41117 0.038 0.094 -0.176 -1.100
C -1.56469 -1.22527 5.85546 0.040 -0.040 0.016 -0.797
C -1.05685 -1.30804 4.55243 0.086 -0.421 0.009 0.841
C -0.62012 -2.62739 4.03456 -0.084 0.333 0.017 -0.452
N 0.17690 -2.89430 3.01169 -0.305 -0.649 0.556 0.313
C 0.28129 -4.27476 2.94327 0.087 0.354 -0.102 -0.832
C -0.44997 -4.84595 3.92860 -0.061 0.066 0.099 -0.821
N -1.01652 -3.79243 4.61346 -0.074 -0.103 0.126 -0.028
H -1.30188 1.97897 3.74950 -0.018 -0.017 0.017 0.098
H -2.21348 2.07982 6.04794 0.007 -0.030 -0.017 0.468
H -2.37155 -0.00373 7.42236 0.007 0.008 0.003 0.344
H -1.60049 -2.11772 6.47432 0.005 0.028 -0.019 0.310
H 0.87307 -4.75527 2.18025 -0.020 0.052 0.025 0.465
H -0.62250 -5.87199 4.20232 -0.002 0.031 -0.010 0.423
H -1.64570 -3.86582 5.39131 -0.018 0.006 -0.035 0.202
C 3.37305 0.43320 7.11924 0.112 0.002 -0.065 -0.468
C 2.22061 0.03067 6.46125 0.003 -0.051 -0.106 -0.446
C 2.30348 -0.42351 5.14923 -0.291 0.050 0.162 0.269
C 3.51702 -0.44882 4.49226 -0.210 -0.439 -0.646 -0.548
C 4.67617 -0.05297 5.14289 0.150 0.064 0.104 -0.408
C 4.60066 0.38518 6.45750 -0.097 -0.024 -0.034 -0.551
N 3.47036 -0.94848 3.11722 -0.212 0.519 0.809 0.509
N 4.45408 -0.60083 2.46743 0.427 -0.366 -0.972 -0.621
C 4.46353 -1.03553 1.06635 0.000 0.365 0.773 -0.181
C 5.74790 -1.11940 0.53625 0.179 -0.107 -0.148 -0.578
C 5.90207 -1.48449 -0.79262 -0.107 0.026 0.034 -0.317
C 4.76147 -1.73878 -1.55527 -0.001 0.010 0.144 -0.970
C 3.49437 -1.64148 -0.97868 0.159 0.124 0.227 -0.575
C 3.27885 -1.25835 0.36935 0.518 -0.099 -0.630 0.456
H 3.32073 0.78192 8.14376 0.019 -0.004 -0.013 0.385
H 1.25578 0.06169 6.95513 0.029 0.011 -0.023 0.383
H 1.41664 -0.74642 4.61798 0.067 0.006 0.044 0.443
H 5.61727 -0.09255 4.61059 -0.013 0.012 0.022 0.436
H 5.50466 0.69192 6.97085 -0.022 -0.004 0.001 0.351
H 6.61186 -0.92661 1.16752 -0.082 0.064 -0.050 0.388
H 6.89209 -1.55902 -1.22848 -0.025 -0.011 -0.011 0.341
H 4.86677 -2.00124 -2.60425 -0.013 -0.036 0.025 0.406
H 2.63612 -1.85885 -1.61438 0.056 0.091 0.024 0.187
C 0.45573 1.72039 -1.90739 -0.055 -0.251 -0.174 -1.764
P -0.36871 0.87822 -0.48464 -0.569 1.022 0.169 0.152
C -0.66213 2.36968 0.59482 0.247 -0.089 0.037 1.853
C -1.84630 3.07714 0.76897 -0.069 0.005 -0.010 -0.598
C -1.90093 4.18482 1.61324 0.099 -0.082 -0.030 -0.816
C -0.76609 4.60683 2.29232 -0.013 -0.065 -0.050 -0.607
C 0.42575 3.90761 2.13100 -0.077 -0.002 -0.023 -0.717
C 0.46785 2.79992 1.30006 -0.053 -0.044 0.000 -1.022
C -2.08109 0.42297 -0.95598 0.061 -0.007 0.111 0.727
C -2.95296 0.15668 0.10495 -0.029 -0.022 0.050 -0.891
C -4.24026 -0.30609 -0.13079 0.099 0.042 -0.082 -0.806
C -4.67121 -0.52704 -1.43342 0.095 0.022 -0.040 -0.690
C -3.80059 -0.29616 -2.49188 0.025 0.012 0.085 -0.917
C -2.51159 0.16645 -2.25205 0.001 0.027 -0.071 -0.139
P 0.15681 3.50108 -2.24555 -0.025 0.182 -0.074 -0.179
C -1.52238 3.48685 -3.00464 0.031 -0.016 -0.158 0.267
C -1.80372 2.87606 -4.22932 0.050 -0.001 -0.003 -0.153
C -3.08353 2.89951 -4.75947 -0.035 0.043 0.104 -0.656
C -4.11131 3.53434 -4.06544 0.075 -0.032 0.004 -0.477
C -3.84641 4.15271 -2.85295 0.153 -0.071 -0.004 -0.451
C -2.55347 4.13454 -2.33161 -0.100 0.022 0.026 -0.527
C 1.19832 3.71282 -3.75899 -0.040 -0.046 -0.030 0.572
C 2.29925 2.90544 -4.04440 0.015 0.013 -0.063 -0.399
C 3.10281 3.15329 -5.15586 -0.092 0.016 0.097 -0.674
C 2.82012 4.21484 -5.99948 -0.079 0.041 0.031 -0.424
C 1.73078 5.03685 -5.72131 0.041 -0.066 0.033 -0.616
C 0.93648 4.79028 -4.61254 0.010 -0.006 0.014 -0.435
H 0.33367 1.09354 -2.79397 0.023 -0.044 0.037 1.012
H 1.51030 1.65061 -1.62760 0.058 -0.067 -0.038 0.667
H -2.74272 2.77197 0.23985 0.055 -0.017 0.047 0.649
H -2.83608 4.71889 1.73712 0.000 -0.013 -0.006 0.389
H -0.80982 5.46682 2.95037 -0.004 -0.020 -0.017 0.386
H 1.31613 4.21466 2.66656 -0.018 -0.012 -0.017 0.399
H 1.39941 2.24776 1.20711 -0.021 -0.002 -0.008 0.438
H -2.60912 0.29938 1.12605 -0.007 -0.005 -0.048 0.523
H -4.90013 -0.50166 0.70557 0.005 -0.010 -0.006 0.452
H -5.67303 -0.89428 -1.62124 0.010 0.007 -0.008 0.396
H -4.11779 -0.48868 -3.51017 0.004 0.007 0.020 0.494
H -1.82966 0.30351 -3.08126 -0.030 0.010 0.011 0.631
H -1.00579 2.38271 -4.77646 -0.027 0.015 0.030 0.429
H -3.28467 2.41742 -5.70911 0.003 0.013 0.024 0.389
H -5.11515 3.54396 -4.47254 0.011 0.003 0.002 0.378
H -4.64111 4.64848 -2.30906 0.009 -0.001 -0.004 0.420
H -2.34196 4.61692 -1.38167 -0.022 -0.008 -0.125 0.491
H 2.54213 2.06553 -3.40665 0.004 0.002 -0.035 0.421
H 3.94826 2.50604 -5.35682 -0.027 0.013 0.013 0.398
H 3.43972 4.40258 -6.86783 -0.009 0.011 0.015 0.359
H 1.50122 5.87346 -6.37087 0.002 -0.019 0.010 0.373
H 0.09107 5.44007 -4.40932 0.014 -0.028 0.000 0.374
O 0.21313 -1.32099 -2.11194 -0.055 0.013 -0.007 -0.576
C -0.12287 -2.39626 -1.58941 0.163 -0.209 0.513 0.724
O -0.04966 -2.67671 -0.34186 -0.656 -0.577 -1.605 -1.306
C -0.64410 -3.48880 -2.49563 -0.122 -0.190 0.103 0.163
C -0.84928 -3.23378 -3.84265 -0.049 -0.092 -0.149 -0.486
C -1.34388 -4.21936 -4.70942 0.101 0.222 0.079 -1.162
C -1.60803 -5.44470 -4.15455 -0.032 0.104 -0.295 0.961
O -2.09067 -6.56369 -4.78477 -0.072 -0.330 0.058 -0.527
C -2.19184 -7.57357 -3.77279 0.165 0.491 0.081 -0.243
O -1.74521 -7.00768 -2.53907 -0.112 -0.230 -0.185 -0.518
C -1.40258 -5.70241 -2.82016 0.043 -0.052 0.297 1.304
C -0.92709 -4.75445 -1.95701 0.039 0.158 0.050 -1.324
H -0.61074 -2.24408 -4.21047 -0.004 -0.037 0.011 0.437
H -1.50460 -4.03037 -5.76348 -0.001 -0.007 0.055 0.410
H -1.55564 -8.41624 -4.03950 0.076 -0.085 -0.026 0.245
H -3.23215 -7.88039 -3.67821 -0.127 -0.043 0.025 0.244
H -0.77019 -4.94100 -0.90249 -0.008 0.023 -0.062 0.432
```
Positions in Å, forces in eV/Å.

Calculated values
net charge = -1
orbital gap = 7.07 eV
LUMO level = 2.401 eV
ΔE to the lowest compared entry with this formula, charge and spin = 121.01 kJ/mol
HOMO = -4.668 eV